1.
The following is a quantum chemistry calculation of a structure of composition C29H47KN8OS, from the Open Molecules 2025 dataset.

Values from the calculation:
Charge = -2
Orbital gap = 0.1986 hartree
Energy above the lowest of the compared OMol25 structures with the same formula, charge and spin = 0.795 eV
E_tot = -71966.9687 eV
HOMO energy = -1.23 eV
M = 594.92 g/mol

```
87
Properties=species:S:1:pos:R:3:mulliken_charge:R:1
K 0.334 0.185 -1.185 0.796
C 1.253 0.912 1.622 -0.727
C 1.030 -0.430 2.014 0.163
C 2.137 -1.196 1.533 -0.135
C 2.999 -0.288 0.871 -0.801
C 2.460 1.009 0.918 -0.260
C 3.092 2.267 0.353 2.642
C 2.045 3.360 0.131 -1.895
C 4.151 2.798 1.336 -2.089
C 3.781 1.982 -0.988 -1.643
C 2.433 -2.696 1.561 2.859
C 2.344 -3.306 2.969 -1.899
C 1.517 -3.466 0.591 -1.405
C 3.871 -2.975 1.088 -2.413
C -0.171 -0.779 2.890 3.178
C -0.913 -2.057 2.474 -1.786
C -1.220 0.346 2.830 -2.479
C 0.258 -0.901 4.364 -1.978
H 0.563 1.729 1.775 -0.102
H 3.919 -0.548 0.368 0.209
H 1.550 3.633 1.065 0.268
H 1.271 3.038 -0.569 0.296
H 2.513 4.261 -0.279 0.496
H 3.689 3.023 2.300 0.368
H 4.631 3.709 0.956 0.481
H 4.920 2.039 1.500 0.337
H 3.064 1.632 -1.735 0.258
H 4.550 1.216 -0.876 0.277
H 4.259 2.888 -1.377 0.422
H 1.344 -3.245 3.397 0.299
H 3.028 -2.783 3.643 0.359
H 2.629 -4.364 2.941 0.437
H 0.470 -3.444 0.886 0.052
H 1.825 -4.517 0.514 0.488
H 1.581 -3.018 -0.402 0.194
H 4.595 -2.425 1.692 0.432
H 4.005 -2.693 0.043 0.373
H 4.082 -4.046 1.175 0.494
H -1.198 -2.001 1.420 0.016
H -1.819 -2.164 3.081 0.620
H -0.324 -2.962 2.615 0.219
H -1.528 0.551 1.801 0.239
H -0.834 1.274 3.254 0.550
H -2.100 0.060 3.418 0.479
H 1.021 -1.668 4.496 0.233
H -0.597 -1.143 5.009 0.467
H 0.683 0.050 4.693 0.399
N 0.637 -0.365 -6.470 -0.597
C 0.554 0.182 -5.178 0.437
S 1.862 -0.109 -4.113 -0.463
N -0.537 0.856 -4.961 -1.283
N -0.723 1.308 -3.655 1.200
C -0.874 2.566 -3.551 -1.389
C -1.201 3.329 -2.351 1.191
C -1.117 4.721 -2.474 -0.641
C -1.427 5.597 -1.451 -0.748
C -1.872 5.053 -0.239 -0.486
C -1.987 3.694 -0.078 -0.593
C -1.642 2.746 -1.100 0.233
O -1.727 1.498 -0.880 -0.515
H 1.596 -0.507 -6.746 0.229
H 0.091 0.151 -7.145 0.248
H -0.762 3.180 -4.456 0.148
H -0.782 5.123 -3.427 0.275
H -1.330 6.668 -1.582 0.346
H -2.125 5.713 0.586 0.346
H -2.321 3.276 0.866 0.298
C -4.262 -3.395 1.384 -1.029
N -4.099 -2.370 0.379 0.141
C -4.066 -1.012 0.931 -0.492
C -3.224 -2.669 -0.676 0.309
N -2.424 -3.649 -0.754 -0.712
N -3.435 -1.790 -1.734 -0.067
C -2.533 -1.310 -2.672 0.541
N -3.212 -0.502 -3.619 -0.839
N -1.283 -1.508 -2.671 -0.790
H -5.127 -3.142 2.000 0.294
H -3.395 -3.493 2.048 0.249
H -4.447 -4.354 0.899 0.416
H -5.075 -0.723 1.235 0.336
H -3.694 -0.308 0.189 0.139
H -3.404 -0.959 1.800 0.017
H -2.302 -4.111 0.143 0.328
H -4.394 -1.532 -1.890 0.323
H -3.708 0.250 -3.153 0.306
H -2.522 -0.066 -4.231 0.411
H -0.899 -0.885 -3.376 0.094
```

2.
The following is a quantum chemistry calculation of a structure of composition C15H30CuN7O3 at a distorted geometry, from the Open Molecules 2025 dataset.

Values from the calculation:
Expectation value of S² = 0.763
Charge = +1
Orbital gap (alpha / beta) = 0.2419 / 0.0979 hartree
E_tot = -77245.4346 eV
HOMO energy (alpha / beta) = -10.28 / -10.28 eV
M = 420.00 g/mol
Spin multiplicity = 2

```
56
Properties=species:S:1:pos:R:3:nbo_charge:R:1
Cu 24.278 12.979 3.119 0.944
C 21.804 11.129 1.419 -0.213
O 22.864 11.869 1.926 -1.091
H 21.211 10.591 2.184 0.101
H 21.147 11.810 0.853 0.134
H 22.165 10.376 0.697 0.130
C 25.079 9.103 -0.107 0.770
O 25.822 8.326 -0.706 -0.668
N 24.999 10.429 -0.332 -0.840
N 24.192 8.658 0.846 -0.883
H 24.311 10.977 0.165 0.414
H 25.377 10.782 -1.193 0.414
H 23.658 9.343 1.353 0.404
H 24.239 7.680 1.044 0.384
C 21.696 14.836 3.482 0.804
O 22.875 14.515 3.664 -0.779
N 20.966 14.321 2.470 -0.831
N 21.046 15.701 4.306 -0.819
H 20.053 14.670 2.247 0.386
H 21.320 13.580 1.884 0.445
H 21.431 16.049 5.161 0.419
H 20.047 15.715 4.209 0.387
C 19.094 9.529 4.691 -0.613
C 17.913 9.576 3.770 -0.391
C 18.277 9.199 2.315 -0.505
C 17.151 9.305 1.395 0.273
N 16.244 9.408 0.703 -0.298
H 18.978 10.052 5.637 0.241
H 20.029 9.859 4.214 0.208
H 19.446 8.528 4.984 0.178
H 17.348 10.507 3.712 0.227
H 17.177 8.838 4.105 0.212
H 18.598 8.154 2.330 0.218
H 19.067 9.872 1.976 0.252
C 18.535 12.614 -1.064 -0.620
C 19.138 14.011 -1.126 -0.378
C 20.180 14.239 -2.230 -0.507
C 21.321 13.311 -2.066 0.294
N 22.158 12.530 -1.983 -0.345
H 19.253 11.806 -0.904 0.213
H 18.145 12.378 -2.059 0.213
H 17.754 12.528 -0.312 0.222
H 19.531 14.290 -0.145 0.187
H 18.347 14.742 -1.311 0.215
H 20.529 15.266 -2.307 0.256
H 19.750 13.998 -3.204 0.249
N 21.272 4.758 3.199 -0.524
C 21.696 4.740 1.931 0.216
C 22.009 6.066 1.487 -0.166
C 21.451 6.865 2.489 -0.256
C 20.991 6.074 3.520 0.184
H 21.059 3.936 3.744 0.460
H 21.837 3.801 1.412 0.255
H 22.487 6.363 0.567 0.288
H 21.433 7.945 2.541 0.275
H 20.444 6.433 4.377 0.257
```

3.
The following is a quantum chemistry calculation of the molecule C4H9NO, from the Open Molecules 2025 dataset.

Values from the calculation:
Charge = 0
Orbital gap = 0.3554 hartree
SMILES = C=CON(C)C
Energy above the lowest of the compared OMol25 structures with the same formula, charge and spin = 3.890 eV
E_tot = -7828.4296 eV
HOMO energy = -8.57 eV
M = 87.12 g/mol

```
15
Properties=species:S:1:pos:R:3:nbo_charge:R:1
C -1.395 -0.468 0.529 -0.431
N -0.304 0.296 -0.034 -0.167
C -0.715 1.646 -0.357 -0.426
C 1.914 -0.996 -0.758 -0.442
C 1.542 -0.876 0.508 0.108
O 0.800 0.222 0.919 -0.419
H -2.117 -0.661 -0.272 0.205
H -1.903 0.052 1.357 0.172
H -1.009 -1.427 0.883 0.211
H -1.248 2.167 0.456 0.170
H 0.135 2.241 -0.696 0.214
H -1.413 1.535 -1.201 0.210
H 1.746 -0.160 -1.427 0.208
H 2.294 -1.919 -1.171 0.207
H 1.673 -1.652 1.264 0.181
```

4.
The following is a quantum chemistry calculation of the molecule C6H9NO at a distorted geometry, from the Open Molecules 2025 dataset.

Values from the calculation:
Charge = 0
Orbital gap (alpha / beta) = 0.3181 / 0.2683 hartree
Energy above the lowest of the compared OMol25 structures with the same formula, charge and spin = 6.810 eV
E_tot = -9898.7941 eV
HOMO energy (alpha / beta) = -8.47 / -8.03 eV
M = 111.14 g/mol

```
17
Properties=species:S:1:pos:R:3:nbo_charge:R:1
C -2.218 -0.433 -0.862 -0.672
C -0.391 0.305 0.911 0.247
C -0.969 -0.022 -0.214 0.041
C 0.647 -0.323 -1.052 -0.026
C 1.098 0.085 0.698 -0.377
C 1.930 1.207 0.706 -0.284
O -0.918 0.756 2.084 -0.684
N 0.845 -1.427 -1.683 -0.526
H -0.587 0.209 2.812 0.480
H 1.651 -1.953 -1.339 0.337
H 0.728 0.605 -1.635 0.212
H 1.397 -0.809 1.254 0.211
H -3.046 -0.412 -0.145 0.230
H -2.140 -1.451 -1.252 0.238
H -2.452 0.237 -1.695 0.226
H 2.253 1.690 -0.207 0.177
H 2.173 1.737 1.620 0.170
```